Record 1
Computed, not measured: an isolated molecule of C6H12N2O at a distorted geometry, with ωB97M-V/def2-TZVPD.

Calculated values
gap between HOMO and LUMO	9.79	eV
HOMO	-9.222	eV
SMILES	C=NN[C@](C)(C=O)CC

```
! wB97M-V def2-TZVPD RIJCOSX def2/J DEFGRID3
* xyz 0 1
H 2.7120 -0.0317 -3.2377
H -1.9727 0.1443 -0.2586
H -2.8563 0.4070 2.1098
H 0.9937 1.4347 1.6068
O -0.0226 -2.4370 0.7274
N 1.5583 0.3453 -1.6868
N 0.3020 0.7205 -1.1316
H 2.0861 0.3292 0.7913
C -0.0219 -1.5030 -0.0991
C 1.0724 0.4141 1.2054
C 1.8493 0.5032 -2.9366
H -2.0160 -1.3110 1.6365
H 0.1283 -1.6591 -1.3388
C 0.0383 -0.0409 0.1774
C -1.3841 0.4396 0.5996
H -1.0673 -0.1874 2.8380
H 1.3333 0.8306 -3.9801
H -0.5177 0.5203 -1.7697
H 1.0360 -0.1898 2.1763
H -1.3428 1.4930 0.6689
C -1.9081 -0.2220 1.9015
*
```

---

Record 2
Computed, not measured: a cluster of 2 separate species, C6H12N2O in total at a distorted geometry, with ωB97M-V/def2-TZVPD.

Calculated values
gap between HOMO and LUMO	9.51	eV
HOMO	-8.676	eV
SMILES	Cc1c[nH]cn1.CCO

```
! wB97M-V def2-TZVPD RIJCOSX def2/J DEFGRID3
* xyz 0 1
N 2.8065 -0.4412 -1.3966
H -0.6456 -2.4725 -0.5181
H -3.8944 2.4744 1.6048
H -4.1771 0.9425 2.2441
C 2.2194 0.6280 -0.8070
H -2.7428 1.9187 -0.2704
H -2.6477 1.6044 2.5724
N 1.1736 0.2963 -0.0681
O -1.3549 0.7634 0.8286
C -3.3819 1.5244 1.7718
C 0.9883 -1.0403 -0.3545
H -0.0204 -2.2227 1.1806
C -0.2058 -1.7727 0.1894
C -2.6670 1.1111 0.4714
H -1.0108 -1.1375 0.5938
H 3.5564 -0.5896 -2.0535
H -3.3615 0.3446 0.0583
H 2.6948 1.5921 -0.8375
C 1.9448 -1.5330 -1.1806
H 2.1457 -2.5591 -1.4456
H -0.6887 1.1051 0.2157
*
```

---

Record 3
Computed, not measured: an isolated molecule of C6H12N2O2 at a distorted geometry, with ωB97M-V/def2-TZVPD.

Calculated values
gap between HOMO and LUMO	9.39	eV
HOMO	-8.817	eV
SMILES	CNC[C@]1(C(=O)O)CN1C

```
! wB97M-V def2-TZVPD RIJCOSX def2/J DEFGRID3
* xyz 0 1
H -1.6461 0.0183 1.4627
C -2.2369 -0.4001 0.6336
C 0.1138 1.8869 -0.2211
H -3.2693 -0.0438 0.7418
H -0.1848 -1.4904 -0.7423
H -2.3052 0.3000 -1.4450
H -2.2067 -1.4995 0.7556
C 2.0928 0.1960 -0.3605
H 0.1863 1.9487 -2.1871
C -0.3773 -0.4317 -0.9913
O -0.0425 2.5481 0.7752
H 2.7959 1.0280 -0.4461
H 2.3774 -0.7213 -0.8890
C 0.6277 0.4612 -0.2673
N 1.3885 0.0577 0.8921
H 1.1599 -2.0723 0.7444
H 0.3220 -1.2725 2.1025
N -1.6922 0.0502 -0.6248
O -0.1796 2.4728 -1.4637
H -0.2485 -0.3295 -2.0782
C 1.2280 -1.2555 1.4834
H 2.0969 -1.4512 2.1250
*
```

---

Record 4
Computed, not measured: an isolated molecule of C6H12N2O2 at a distorted geometry, with ωB97M-V/def2-TZVPD.

Calculated values
gap between HOMO and LUMO	9.94	eV
HOMO	-9.148	eV
SMILES	C=NCCC/C(CO)=N/O

```
! wB97M-V def2-TZVPD RIJCOSX def2/J DEFGRID3
* xyz 0 1
H -1.6669 1.5024 1.0642
C 0.5644 -1.2573 1.1177
C -0.7002 -0.4865 0.9028
N 0.2763 0.7614 -0.9714
H -2.8063 -0.4716 -1.1451
H -0.0045 1.2920 -2.9459
H -0.9117 2.1890 -1.7458
H 0.4497 -1.1847 -1.5620
C 1.6571 -0.8069 0.1773
H 0.6469 1.5366 0.8651
H 0.9350 -1.4639 2.1065
H 2.1982 0.0635 0.5412
O 0.2785 1.5241 1.7480
H 2.3039 -1.7231 -0.0220
H -1.3158 0.7661 2.7836
C -0.2213 1.3533 -1.9067
N -1.4182 -0.9180 -0.0183
H 0.3308 -2.4026 0.7583
H 1.9730 -0.3095 -1.9307
C 1.0977 -0.4684 -1.1865
C -0.9986 0.7976 1.6305
O -2.6680 -0.2936 -0.2607
*
```

---

Record 5
Computed, not measured: a cluster of 2 separate species, C6H12N2O2 in total at a distorted geometry, with ωB97M-V/def2-TZVPD.

Calculated values
gap between HOMO and LUMO	8.48	eV
HOMO	-7.895	eV

```
! wB97M-V def2-TZVPD RIJCOSX def2/J DEFGRID3
* xyz 0 1
H -0.3138 3.6732 0.0172
O 2.6791 -1.0211 0.4610
C 1.9914 -0.4631 -0.3329
H -0.6286 2.3400 1.1659
H -0.1041 -2.7735 -0.1829
C 0.8553 1.8684 -0.2352
H -1.1352 2.0523 -0.4711
C -0.6448 -0.7975 0.3702
H -0.0428 -1.8510 -1.5724
C -0.5459 -1.9199 -0.6689
N -0.3530 -1.3714 1.6018
O 2.0257 -0.9736 -1.6627
H -2.1504 0.4835 -0.4765
H 1.6294 2.4624 -0.4160
H 0.5088 -1.8703 1.6965
H -1.5309 -2.1281 -0.8686
C -0.4097 2.6036 0.1425
N -1.7643 -0.0114 0.3105
H -1.9628 0.2971 1.2476
H 1.4218 -0.3813 -2.2036
C 0.9684 0.5296 -0.2521
H -0.4934 -0.7478 2.3297
*
```

---

Record 6
Computed, not measured: a cluster of 2 separate species, C6H12N2O2 in total, with ωB97M-V/def2-TZVPD.

Calculated values
gap between HOMO and LUMO	8.36	eV
HOMO	-8.078	eV
SMILES	[H]/N=C/C(=O)O.C=CN(C)C

```
! wB97M-V def2-TZVPD RIJCOSX def2/J DEFGRID3
* xyz 0 1
H 1.4852 2.1334 -0.1388
N -2.3178 0.7869 -0.1949
O -3.0279 -0.7344 2.8395
H 3.3081 -0.8364 0.5911
H -0.0313 1.2958 -0.5073
H 1.2261 1.4463 -1.7560
C -0.0849 -1.3039 -1.2493
C 1.0527 -1.1213 -0.5698
H 3.1744 0.9023 0.8887
H 3.6446 0.3128 -0.7185
C 1.0444 1.2997 -0.6837
N 1.6102 0.0681 -0.1952
H -3.7243 1.2136 1.3088
H 1.5907 -1.9826 -0.1959
H -0.6411 -0.5024 -1.6979
C -2.5133 -0.5616 1.7664
C -2.9162 0.6052 0.8939
H -0.4367 -2.3014 -1.4382
C 3.0067 0.1131 0.1531
H -2.6254 1.5829 -0.7504
O -1.5842 -1.3527 1.2707
H -1.2400 -1.0635 0.3838
*
```

---

Record 7
Computed, not measured: a cluster of 2 separate species, C6H12N2O2 in total at a distorted geometry, with ωB97M-V/def2-TZVPD.

Calculated values
gap between HOMO and LUMO	9.98	eV
HOMO	-9.285	eV
SMILES	C#C[C@H](N)C(=O)O.CCN

```
! wB97M-V def2-TZVPD RIJCOSX def2/J DEFGRID3
* xyz 0 1
H 1.7586 0.7395 1.5040
C 1.9432 -0.6141 -0.4005
O -0.4292 2.0717 -0.0709
N -1.5140 -0.8655 1.0874
H -2.6042 -0.1825 -1.3392
H 3.0022 -2.4994 0.3379
C 1.2650 0.5888 -0.9022
C 0.4903 1.3362 0.2091
C 2.5249 -1.6053 -0.0231
C -3.1942 -0.8629 -0.7070
H -0.9424 -1.4313 1.7076
O 1.0416 1.3871 1.4201
H 1.7117 2.2483 -2.0009
H -3.8052 -1.5031 -1.3585
N 2.2039 1.4546 -1.6003
H -2.1238 -0.2989 1.6710
H -3.8742 -0.2484 -0.0974
C -2.2919 -1.7048 0.1812
H -1.5835 -2.2746 -0.4403
H -2.9037 -2.4521 0.7183
H 2.9115 1.8178 -0.9662
H 0.4913 0.2769 -1.6183
*
```

---

Record 8
Computed, not measured: a structure of composition C6H12N2O3PtS at a distorted geometry, with ωB97M-V/def2-TZVPD.

Calculated values
gap between HOMO and LUMO	8.05	eV
HOMO	-8.316	eV

```
! wB97M-V def2-TZVPD RIJCOSX def2/J DEFGRID3
* xyz 0 1
C -1.8937 -2.9066 0.3867
O -1.8529 -0.0069 0.0820
H 0.4735 -3.5276 -1.1056
O -3.2815 1.6933 -0.1383
H -1.9026 -3.0263 -0.6942
C 1.0930 2.2236 -0.4053
H -1.3833 1.4007 -2.2792
H 2.7217 -0.5748 0.4769
C -2.2095 1.2029 -0.3834
N 2.1201 -0.0309 -0.1290
N 0.1407 1.3959 -0.8488
H 3.1955 1.8281 -0.2930
Pt 0.0630 -0.3834 -0.0458
C 2.2794 1.4290 0.1408
H 2.3721 -0.2298 -1.0918
S -0.2313 -2.4728 0.9325
H 1.7777 -3.4199 0.1042
O 1.1137 3.4434 -0.4178
H 2.3216 1.5820 1.2183
H -1.2705 2.9176 -1.3349
H 0.5170 -4.6548 0.2821
H -2.2087 -3.8239 0.8811
C -1.1662 1.8384 -1.2993
C 0.7235 -3.6397 -0.0534
H -2.5389 -2.0774 0.6649
*
```

---

Record 9
Computed, not measured: an isolated molecule of C6H12N2O4 at a distorted geometry, with ωB97M-V/def2-TZVPD.

Calculated values
gap between HOMO and LUMO	9.93	eV
HOMO	-9.588	eV
SMILES	C[C@H](N)C(=O)N[C@@H](CO)C(=O)O

```
! wB97M-V def2-TZVPD RIJCOSX def2/J DEFGRID3
* xyz 0 1
H 3.2837 -1.2320 0.8404
H -2.8539 -2.0262 -0.6851
H -1.1254 -2.3703 -0.5161
C 2.1273 0.2709 0.3788
C 0.8907 -0.4843 -0.2840
C -1.5721 -0.2963 -0.5867
H -0.3384 0.8906 0.5769
H 2.9132 2.2411 0.3515
O 1.1036 -1.5135 -0.9495
H 1.2585 2.2489 -0.0951
H -1.4110 -1.3480 1.5880
H 1.9644 0.4533 1.4029
H 3.5305 -0.8782 -0.7093
O -3.7731 0.6870 -0.8029
C 2.1803 1.6876 -0.2152
H 2.4022 1.6510 -1.2522
H -1.3987 -0.2371 -1.6603
O -2.1553 -1.8067 1.2098
O -2.3447 1.5196 0.6986
C -2.7055 0.6607 -0.2608
N -0.2815 0.0334 0.1061
H -3.1345 2.0398 0.7996
C -1.9493 -1.7298 -0.1887
N 3.3890 -0.4618 0.2533
*
```

---

Record 10
Computed, not measured: an isolated molecule of C6H12N2O4 at a distorted geometry, with ωB97M-V/def2-TZVPD.

Calculated values
gap between HOMO and LUMO	10.03	eV
HOMO	-9.979	eV
SMILES	C[C@@H](O)[C@H](O)C1([C@@H](O)CO)N=N1

```
! wB97M-V def2-TZVPD RIJCOSX def2/J DEFGRID3
* xyz 0 1
O -2.7519 0.1469 -1.6007
O 0.8700 1.4034 0.4227
C -1.7994 0.6378 -0.6025
H 4.2295 -0.8114 -0.2978
H -1.8636 1.1732 1.4058
H 1.6628 -1.6616 -0.7249
H 1.0925 0.9263 -1.4198
N -0.6597 -1.6860 -0.2487
H 1.0706 -1.1895 1.3137
H 3.3916 -0.3712 -1.8846
C 2.0515 -0.6639 -0.1939
N -0.7046 -1.1312 0.8361
H -2.7867 -0.5888 2.0089
C 3.3678 -0.2085 -0.7104
C -2.5584 0.8282 0.6909
H 3.5378 0.9121 -0.4290
H -3.3344 -0.5424 -1.0611
C -0.6101 -0.2034 -0.3094
O 2.0839 -0.9076 1.2328
H -1.4498 1.6101 -0.9552
H 0.7289 0.9477 1.3005
O -2.9724 -0.4633 1.0115
H -3.4922 1.4979 0.6740
C 0.8964 0.3451 -0.4591
*
```

---

Record 11
Computed, not measured: an isolated molecule of C6H12N2O4S at a distorted geometry, with ωB97M-V/def2-TZVPD.

Calculated values
gap between HOMO and LUMO	9.32	eV
HOMO	-8.845	eV
SMILES	C[C@]1(O)[C@H]2NCC[C@H]2N1S(=O)(=O)O

```
! wB97M-V def2-TZVPD RIJCOSX def2/J DEFGRID3
* xyz 0 1
O 0.1431 1.4092 -1.3747
H -2.4555 -2.2150 0.0469
H -1.8520 -2.5386 -1.5257
H -0.8196 3.2562 0.0478
H 0.4684 0.5426 -1.6403
H -0.5045 -1.0401 2.0230
C -0.3114 -2.0313 0.0840
S 2.2319 -0.2627 -0.1575
N 0.9089 0.2343 0.6733
C -0.1634 2.5533 0.6636
H 0.8061 3.0560 0.7668
N -1.8908 -0.4328 -0.7712
H -1.6370 -0.1467 -1.7853
O 2.9018 -1.2192 0.6816
H -0.3980 -2.9394 0.7373
O 3.0206 1.0794 -0.0883
C -1.2486 0.2468 0.2962
O 1.9129 -0.5331 -1.5265
H 3.2831 1.1992 0.8739
H -2.1803 0.7385 0.7086
H -0.6760 2.4371 1.6348
H 0.5342 -2.0140 -0.6698
C -0.1461 1.2633 -0.0533
C -0.2442 -0.7382 0.9662
C -1.6833 -1.9049 -0.6116
*
```

---

Record 12
Computed, not measured: a cluster of 3 separate species, C6H12N2S in total at a distorted geometry, with ωB97M-V/def2-TZVPD.

Calculated values
gap between HOMO and LUMO	7.82	eV
HOMO	-7.534	eV

```
! wB97M-V def2-TZVPD RIJCOSX def2/J DEFGRID3
* xyz 0 1
C 2.1277 0.7060 -0.6262
N -4.0255 0.0538 -0.7321
C -1.1387 2.1849 0.8937
H -0.3330 -2.7320 -1.6001
H -1.6657 -1.6075 -0.9638
C 0.7092 1.0832 -0.3636
N -4.4838 -0.1433 0.2478
H 2.2238 -0.3744 -0.7283
H 1.7265 -3.3305 -0.3367
C 0.2793 1.7703 0.6818
H -1.2143 3.2732 0.8486
H 0.9752 2.0923 1.4475
H -1.7863 1.7607 0.1302
H 2.4692 1.1570 -1.5581
H -0.0041 0.7788 -1.1206
C -0.7477 -2.1334 -0.8151
C 1.4602 -2.7687 0.5357
H 2.0883 -2.7722 1.4005
H 2.7757 1.0402 0.1808
H -1.4921 1.8692 1.8741
S 0.0560 -1.9076 0.6040
*
```

---

The calculation returns the following total energy values, one per record and in order: -420.4353 -420.5280 -495.7559 -495.6599 -495.6959 -495.7732 -495.7468 -1088.6006 -646.3160 -646.1336 -1044.4112 -743.4325 Eh.